No. 1
Density functional theory data (ωB97M-V with the def2-TZVPD basis set) for a single C4H5FN2 molecule.

Properties
Charge ... 0
E ... -9925.546 eV
Energy above the lowest of the compared OMol25 structures with the same formula, charge and spin ... 121.41 kJ/mol
Orbital gap ... 8.921 eV
LUMO level ... 0.03315 hartree
SMILES ... F/C=C1\CNC=N1

Structure (XYZ):
```
12
C4H5FN2 (ωB97M-V with the def2-TZVPD basis set)
F -0.487 0.812 2.327
C 0.436 0.898 1.367
C 0.272 0.211 0.231
C -0.932 -0.687 -0.089
N -0.641 -0.951 -1.488
C 0.599 -0.438 -1.817
N 1.131 0.290 -0.893
H 1.323 1.495 1.626
H -1.021 -1.624 0.477
H -1.859 -0.129 0.036
H -0.967 -1.810 -1.873
H 1.219 -0.516 -2.696
```

Calculated atomic charges, method Mulliken, unit e:
1. F -0.264
2. C -0.160
3. C 0.241
4. C -0.341
5. N -0.267
6. C -0.117
7. N -0.609
8. H 0.386
9. H 0.254
10. H 0.226
11. H 0.244
12. H 0.408

---

No. 2
Density functional theory data (ωB97M-V with the def2-TZVPD basis set) for a single C4H5FN2O molecule.

Properties
Charge ... 0
E ... -11971.205 eV
Energy above the lowest of the compared OMol25 structures with the same formula, charge and spin ... 273.78 kJ/mol
Orbital gap ... 9.438 eV
LUMO level ... 0.02392 hartree
SMILES ... Cn1[nH]cc(F)c1=O

Structure (XYZ):
```
13
C4H5FN2O (ωB97M-V with the def2-TZVPD basis set)
C 1.251 -1.185 0.729
N 0.293 -0.158 0.442
N 0.585 0.406 -0.828
C -0.516 1.108 -1.233
C -1.618 0.960 -0.502
F -2.882 1.442 -0.593
C -0.979 -0.103 0.824
O -1.497 -0.603 1.799
H 1.309 -1.628 -0.321
H 2.195 -0.752 1.116
H 0.819 -2.008 1.511
H 1.514 0.850 -0.861
H -0.475 1.672 -2.083
```

Calculated atomic charges, method Mulliken, unit e:
1. C -0.815
2. N 0.253
3. N -0.376
4. C -0.384
5. C 0.160
6. F -0.248
7. C 0.402
8. O -0.603
9. H 0.372
10. H 0.229
11. H 0.279
12. H 0.234
13. H 0.498

---

No. 3
Density functional theory data (ωB97M-V with the def2-TZVPD basis set) for a single C4H5FN2O4 molecule.

Properties
Expectation value of S² ... 2.007
Charge ... 0
E ... -18108.179 eV
2S+1 ... 3
Orbital gap (spin up / spin down) ... 6.681 / 7.093 eV
LUMO level (spin up / spin down) ... 0.01932 / -0.11639 hartree

Structure (XYZ):
```
16
C4H5FN2O4 (ωB97M-V with the def2-TZVPD basis set)
C 0.957 0.905 -1.421
C 2.141 0.106 -1.449
C 1.049 -1.438 -0.105
C -0.335 0.402 -0.615
N -0.304 0.767 0.761
N 0.801 2.024 -2.306
O 1.785 2.473 -2.802
O -0.316 2.490 -2.476
O 2.220 -1.035 -0.780
O -0.208 -1.049 -0.745
F 3.223 0.287 -2.065
H 1.126 -2.486 -0.198
H 1.054 -0.929 0.852
H -1.325 0.483 -1.101
H -1.127 0.773 1.213
H 0.322 1.393 1.130
```

Calculated atomic charges, method Mulliken, unit e:
1. C -0.394
2. C 0.658
3. C -0.423
4. C 0.525
5. N -0.477
6. N 0.943
7. O -0.662
8. O -0.676
9. O -0.358
10. O -0.467
11. F -0.206
12. H 0.319
13. H 0.447
14. H 0.414
15. H 0.165
16. H 0.192

---

No. 4
Density functional theory data (ωB97M-V with the def2-TZVPD basis set) for a single C4H5FO molecule.

Properties
Charge ... 0
E ... -8992.548 eV
Energy above the lowest of the compared OMol25 structures with the same formula, charge and spin ... 46.46 kJ/mol
Orbital gap ... 9.658 eV
LUMO level ... -0.00502 hartree
SMILES ... C/C=C(/F)C=O

Structure (XYZ):
```
11
C4H5FO (ωB97M-V with the def2-TZVPD basis set)
C -1.415 -0.477 0.090
C -0.467 0.607 0.559
C 0.866 0.701 0.188
F 1.625 1.807 0.462
C 1.520 -0.267 -0.639
O 1.045 -1.264 -1.077
H -1.253 -0.713 -0.973
H -1.253 -1.440 0.666
H -2.471 -0.202 0.290
H -0.731 1.263 1.360
H 2.535 -0.014 -0.925
```

Calculated atomic charges, method Mulliken, unit e:
1. C -0.969
2. C -0.121
3. C 0.290
4. F -0.286
5. C -0.058
6. O -0.466
7. H 0.298
8. H 0.246
9. H 0.321
10. H 0.375
11. H 0.368

---

No. 5
Density functional theory data (ωB97M-V with the def2-TZVPD basis set) for a single C4H5FO molecule.

Properties
Charge ... 0
E ... -8991.278 eV
Energy above the lowest of the compared OMol25 structures with the same formula, charge and spin ... 169.05 kJ/mol
Orbital gap ... 9.238 eV
LUMO level ... 0.03462 hartree
SMILES ... FC1=COCC1

Structure (XYZ):
```
11
C4H5FO (ωB97M-V with the def2-TZVPD basis set)
F 2.394 -0.329 -0.106
C 1.053 -0.277 0.154
C 0.227 -1.348 -0.087
O -1.022 -1.075 -0.136
C -1.076 0.275 0.005
C 0.208 0.983 -0.112
H 0.451 -2.350 0.188
H -1.756 0.685 -0.806
H -1.458 0.329 1.023
H 0.446 1.606 0.804
H 0.534 1.502 -0.927
```

Calculated atomic charges, method Mulliken, unit e:
1. F -0.291
2. C 0.261
3. C -0.380
4. O -0.321
5. C -0.341
6. C -0.406
7. H 0.403
8. H 0.252
9. H 0.278
10. H 0.183
11. H 0.361

---

No. 6
Density functional theory data (ωB97M-V with the def2-TZVPD basis set) for a molecular structure, C4H5FO.

Properties
Charge ... 0
E ... -8991.334 eV
Energy above the lowest of the compared OMol25 structures with the same formula, charge and spin ... 163.59 kJ/mol
Orbital gap ... 9.400 eV
LUMO level ... 0.03584 hartree

Structure (XYZ):
```
11
C4H5FO (ωB97M-V with the def2-TZVPD basis set)
C 0.460 -0.002 -0.684
C 1.359 -0.163 -1.759
C 1.466 -0.963 0.037
C -0.879 0.618 -0.363
O 2.255 -0.966 -1.151
F 1.432 0.185 -3.023
H 2.148 -0.506 0.702
H 1.196 -1.967 0.249
H -1.616 -0.189 -0.361
H -1.073 1.439 -1.089
H -1.120 1.219 0.543
```

Calculated atomic charges, method Mulliken, unit e:
1. C 0.158
2. C 0.398
3. C -0.131
4. C -1.060
5. O -0.364
6. F -0.259
7. H 0.188
8. H 0.232
9. H 0.236
10. H 0.281
11. H 0.321

---

No. 7
Density functional theory data (ωB97M-V with the def2-TZVPD basis set) for a single C4H5FO2 molecule.

Properties
Charge ... 0
E ... -11040.398 eV
Energy above the lowest of the compared OMol25 structures with the same formula, charge and spin ... 104.99 kJ/mol
Orbital gap ... 9.278 eV
LUMO level ... -0.02579 hartree
SMILES ... CC(=O)C(=O)CF

Structure (XYZ):
```
12
C4H5FO2 (ωB97M-V with the def2-TZVPD basis set)
C -0.749 1.520 1.017
C -0.167 0.140 0.751
O 0.009 -0.693 1.627
C 0.233 -0.089 -0.693
O -0.046 0.602 -1.605
C 0.751 -1.521 -0.978
F 1.105 -1.584 -2.349
H -1.547 1.742 0.301
H -1.202 1.668 1.979
H 0.047 2.199 0.891
H 1.584 -1.749 -0.303
H -0.018 -2.235 -0.637
```

Calculated atomic charges, method Mulliken, unit e:
1. C -1.115
2. C 0.660
3. O -0.535
4. C 0.474
5. O -0.464
6. C -0.272
7. F -0.288
8. H 0.318
9. H 0.345
10. H 0.316
11. H 0.295
12. H 0.266

---

No. 8
Density functional theory data (ωB97M-V with the def2-TZVPD basis set) for a single C4H5FOS molecule.

Properties
Charge ... 0
E ... -19825.148 eV
Energy above the lowest of the compared OMol25 structures with the same formula, charge and spin ... 331.70 kJ/mol
Orbital gap (spin up / spin down) ... 9.207 / 5.101 eV
LUMO level (spin up / spin down) ... 0.01765 / -0.06617 hartree

Structure (XYZ):
```
12
C4H5FOS (ωB97M-V with the def2-TZVPD basis set)
C 0.941 -0.092 -0.347
C 2.074 0.058 0.401
C -0.338 -0.592 0.350
C -1.506 0.162 -0.134
O -2.517 -0.045 -0.935
F -1.579 1.486 0.232
S 3.648 0.232 -0.169
H 1.032 -0.023 -1.495
H 1.971 0.171 1.432
H -0.379 -1.608 0.256
H -0.135 -0.366 1.354
H -3.212 0.617 -0.944
```

Calculated atomic charges, method Mulliken, unit e:
1. C 0.005
2. C -0.595
3. C -0.461
4. C 0.390
5. O -0.485
6. F -0.285
7. S -0.205
8. H 0.283
9. H 0.303
10. H 0.378
11. H 0.318
12. H 0.352

---

| no. | largest force on an atom (eV/Å) |
| --- | --- |
| 1 | 2.17 |
| 2 | 4.44 |
| 3 | 4.50 |
| 4 | 3.54 |
| 5 | 5.96 |
| 6 | 4.58 |
| 7 | 3.58 |
| 8 | 3.82 |